Entry 1:
{"formula": "C3H11NO2", "method": "ωB97M-V with the def2-TZVPD basis set", "largest_force_ha_per_bohr": 0.040, "gap_ha": 0.393, "de_lowest_kcal_mol": 20.1, "spin_multiplicity": 1, "species": ["C", "C", "C", "O", "N", "H", "H", "H", "H", "H", "H", "H", "H", "H", "H", "H", "O"], "xyz": [[0.730, 0.975, 0.044], [0.877, -0.557, 0.040], [1.300, -1.042, 1.407], [-0.479, -1.103, -0.157], [-0.134, 1.615, -0.940], [1.677, 1.497, 0.132], [0.266, 0.963, 1.041], [1.458, -1.001, -0.781], [1.623, -2.080, 1.379], [0.589, -0.952, 2.226], [2.129, -0.431, 1.831], [-1.019, -0.353, 0.094], [0.198, 2.540, -1.181], [-0.057, 1.118, -1.826], [-3.713, -0.590, -1.477], [-2.290, -0.251, -1.112], [-3.154, -0.349, -0.721]], "atomic_forces_ev_per_a": [[0.2, -0.5, 1.3], [-1.6, -0.5, -0.7], [1.8, 0.4, 0.9], [1.1, 0.5, -0.4], [0.0, -0.8, -0.9], [0.4, -0.2, 0.1], [-0.2, 1.3, 0.0], [0.1, 0.3, 0.3], [0.0, 0.0, 0.0], [-0.8, 0.0, -0.6], [0.0, -0.4, -0.6], [-0.6, -0.1, 0.4], [0.0, 0.1, 0.4], [-0.1, -0.1, 0.1], [0.1, 0.1, 0.4], [0.4, 0.0, -0.3], [-0.8, -0.1, -0.3]]}

---

Entry 2:
{"formula": "C5H6N6", "method": "ωB97M-V with the def2-TZVPD basis set", "largest_force_ha_per_bohr": 0.038, "gap_ha": 0.270, "de_lowest_kcal_mol": 46.9, "spin_multiplicity": 1, "species": ["C", "C", "C", "C", "C", "H", "H", "H", "H", "H", "H", "N", "N", "N", "N", "N", "N"], "xyz": [[1.047, -0.382, -0.036], [0.578, 1.891, -0.017], [-1.222, 0.371, -0.027], [-2.334, -1.481, -0.044], [-0.367, -0.688, -0.021], [3.432, -0.042, 0.165], [3.747, -1.606, 0.425], [0.882, 2.937, -0.044], [-1.406, 2.473, -0.057], [-3.390, 0.357, -0.153], [-3.176, -2.157, -0.016], [3.216, -0.989, -0.176], [1.896, -1.341, -0.006], [1.482, 0.963, 0.031], [-0.771, 1.699, -0.023], [-2.503, -0.111, -0.022], [-1.112, -1.893, 0.022]], "atomic_forces_ev_per_a": [[1.2, -1.3, 0.8], [1.0, -0.5, 0.2], [0.3, 0.5, -0.1], [-0.7, -0.6, 0.6], [-1.1, 0.1, 0.3], [-0.4, -0.2, -0.4], [0.2, -0.3, -0.3], [0.0, -0.1, 0.1], [0.0, 0.1, 0.0], [0.4, 0.0, 0.1], [-0.1, 0.2, -0.1], [0.9, 0.3, 0.9], [-0.6, 0.3, -0.5], [-1.6, 1.0, -0.6], [-0.6, -0.7, -0.1], [0.0, -0.3, -0.3], [1.0, 1.5, -0.5]]}

---

Repeat the second record exactly.
{"formula": "C5H6N6", "method": "ωB97M-V with the def2-TZVPD basis set", "largest_force_ha_per_bohr": 0.038, "gap_ha": 0.270, "de_lowest_kcal_mol": 46.9, "spin_multiplicity": 1, "species": ["C", "C", "C", "C", "C", "H", "H", "H", "H", "H", "H", "N", "N", "N", "N", "N", "N"], "xyz": [[1.047, -0.382, -0.036], [0.578, 1.891, -0.017], [-1.222, 0.371, -0.027], [-2.334, -1.481, -0.044], [-0.367, -0.688, -0.021], [3.432, -0.042, 0.165], [3.747, -1.606, 0.425], [0.882, 2.937, -0.044], [-1.406, 2.473, -0.057], [-3.390, 0.357, -0.153], [-3.176, -2.157, -0.016], [3.216, -0.989, -0.176], [1.896, -1.341, -0.006], [1.482, 0.963, 0.031], [-0.771, 1.699, -0.023], [-2.503, -0.111, -0.022], [-1.112, -1.893, 0.022]], "atomic_forces_ev_per_a": [[1.2, -1.3, 0.8], [1.0, -0.5, 0.2], [0.3, 0.5, -0.1], [-0.7, -0.6, 0.6], [-1.1, 0.1, 0.3], [-0.4, -0.2, -0.4], [0.2, -0.3, -0.3], [0.0, -0.1, 0.1], [0.0, 0.1, 0.0], [0.4, 0.0, 0.1], [-0.1, 0.2, -0.1], [0.9, 0.3, 0.9], [-0.6, 0.3, -0.5], [-1.6, 1.0, -0.6], [-0.6, -0.7, -0.1], [0.0, -0.3, -0.3], [1.0, 1.5, -0.5]]}

---

Question: Number 2 is which compound?
Answer: C5H6N6